[1]
C32H88O28S12 | ωB97M-V/def2-TZVPD

Calculated values
- Total charge: 0
- LUMO energy: 0.0032 hartree

Structure (XYZ):
```
160
Properties=species:S:1:pos:R:3:mulliken_charge:R:1
O -6.057 -0.074 10.965 -0.58
S -6.245 1.170 10.222 1.13
O -6.403 2.469 10.957 -0.59
O -5.020 1.246 9.049 -0.31
C -4.972 2.365 8.260 -0.20
C -4.415 1.902 6.892 -1.12
C -7.731 0.992 9.042 -0.89
H -4.380 3.140 8.747 0.30
H -5.958 2.810 8.128 0.31
H -4.954 1.019 6.548 0.28
H -3.357 1.651 6.963 0.30
H -4.520 2.714 6.172 0.36
H -8.060 1.998 8.781 0.33
H -8.538 0.571 9.642 0.38
H -7.343 0.357 8.247 0.29
O 2.842 5.319 4.504 -0.61
S 4.278 5.256 4.652 1.13
O 4.812 3.931 5.013 -0.59
O 4.940 5.796 3.229 -0.28
C 6.223 5.362 3.145 -0.06
C 6.963 6.268 2.232 -1.35
C 4.825 6.638 5.842 -0.90
H 6.317 4.336 2.790 0.29
H 6.723 5.470 4.108 0.31
H 6.611 6.226 1.202 0.34
H 7.946 5.809 2.127 0.39
H 6.962 7.318 2.526 0.31
H 4.012 6.761 6.558 0.39
H 4.781 7.556 5.257 0.33
H 5.838 6.490 6.217 0.31
O -0.368 1.985 -9.413 -0.57
S -0.651 3.216 -8.699 1.10
O -0.028 4.506 -9.097 -0.60
O -2.264 3.399 -8.595 -0.26
C -2.810 4.420 -7.807 -0.29
C -4.240 4.685 -8.412 -1.29
C -0.202 2.964 -6.871 -0.85
H -2.225 5.333 -7.917 0.42
H -3.052 4.074 -6.802 0.36
H -4.125 4.766 -9.493 0.34
H -4.557 5.605 -7.922 0.37
H -4.929 3.844 -8.333 0.33
H 0.820 3.343 -6.871 0.33
H -0.266 1.966 -6.438 0.31
H -0.816 3.735 -6.406 0.30
O 6.153 -4.937 -7.472 -0.60
S 6.081 -6.383 -7.122 1.11
O 6.854 -6.976 -6.036 -0.57
O 4.456 -6.749 -6.869 -0.32
C 3.502 -5.690 -7.133 -0.31
C 3.148 -5.124 -5.740 -0.96
C 6.347 -7.364 -8.698 -0.85
H 2.594 -6.125 -7.550 0.31
H 3.739 -4.944 -7.892 0.33
H 4.066 -4.823 -5.235 0.28
H 2.675 -5.907 -5.148 0.28
H 2.646 -4.156 -5.758 0.35
H 6.195 -6.662 -9.517 0.31
H 5.682 -8.226 -8.632 0.30
H 7.389 -7.660 -8.578 0.35
O -8.846 1.825 2.748 -0.58
S -8.940 0.977 1.567 1.09
O -9.482 -0.403 1.748 -0.59
O -9.829 1.730 0.383 -0.33
C -9.577 3.170 0.330 -0.28
C -9.139 3.670 -1.014 -1.08
C -7.312 0.700 0.662 -0.88
H -8.875 3.568 1.063 0.35
H -10.475 3.669 0.695 0.37
H -8.201 3.386 -1.491 0.31
H -9.340 4.739 -0.936 0.33
H -9.857 3.205 -1.689 0.30
H -6.718 1.607 0.553 0.30
H -7.595 0.343 -0.328 0.31
H -6.772 -0.112 1.150 0.39
O -6.211 -7.489 1.356 -0.58
S -6.451 -8.302 2.528 1.12
O -6.901 -9.670 2.337 -0.58
O -5.106 -8.232 3.561 -0.30
C -4.298 -7.079 3.532 -0.30
C -2.824 -7.529 3.164 -1.15
C -7.685 -7.484 3.684 -0.83
H -4.399 -6.560 4.485 0.34
H -4.638 -6.417 2.735 0.37
H -2.177 -6.659 3.058 0.36
H -2.862 -7.854 2.124 0.30
H -2.464 -8.395 3.720 0.32
H -7.173 -6.634 4.135 0.28
H -7.934 -8.282 4.384 0.31
H -8.579 -7.065 3.224 0.34
O 6.822 0.898 -2.419 -0.58
S 8.196 1.062 -2.868 1.10
O 8.811 2.348 -3.254 -0.59
O 9.211 0.300 -1.823 -0.30
C 9.101 -1.110 -1.454 -0.20
C 9.884 -1.419 -0.125 -1.18
C 8.356 0.071 -4.392 -0.90
H 9.524 -1.654 -2.298 0.29
H 8.044 -1.375 -1.462 0.39
H 10.784 -0.806 -0.083 0.31
H 10.120 -2.472 0.032 0.34
H 9.378 -1.156 0.804 0.32
H 7.752 0.512 -5.185 0.36
H 7.909 -0.872 -4.077 0.31
H 9.429 0.038 -4.581 0.31
O -4.474 7.278 -0.819 -0.59
S -3.616 8.190 -1.604 1.10
O -2.397 7.694 -2.111 -0.55
O -4.550 8.856 -2.872 -0.34
C -3.845 9.673 -3.751 -0.34
C -4.432 11.046 -3.824 -0.99
C -3.272 9.713 -0.455 -0.85
H -3.919 9.353 -4.791 0.33
H -2.765 9.655 -3.611 0.39
H -3.774 11.652 -4.448 0.32
H -4.486 11.504 -2.836 0.28
H -5.387 10.936 -4.338 0.29
H -4.103 9.828 0.242 0.32
H -2.950 10.609 -0.987 0.28
H -2.433 9.508 0.209 0.35
C 8.817 -7.909 3.911 -0.95
S 7.563 -7.406 2.750 0.49
O 7.334 -5.904 2.867 -0.62
C 8.440 -7.812 1.137 -0.82
H 9.814 -7.485 4.028 0.36
H 9.025 -8.979 3.888 0.38
H 8.338 -7.704 4.868 0.30
H 7.919 -8.407 0.387 0.33
H 9.239 -8.513 1.377 0.27
H 8.661 -6.869 0.637 0.26
C 2.690 -3.560 8.003 -0.83
S 4.060 -4.158 9.086 0.49
O 3.683 -3.637 10.463 -0.61
C 5.300 -2.952 8.363 -0.89
H 1.889 -4.285 7.864 0.31
H 3.152 -3.314 7.047 0.27
H 2.300 -2.637 8.434 0.30
H 5.327 -3.135 7.289 0.34
H 6.153 -3.411 8.863 0.31
H 4.930 -1.941 8.534 0.32
C 0.550 1.083 0.297 -0.86
S 0.481 -0.290 1.433 0.51
O -0.628 -1.208 0.925 -0.64
C 2.056 -1.055 0.925 -0.93
H 0.569 2.004 0.880 0.32
H -0.408 1.224 -0.202 0.33
H 1.472 1.154 -0.281 0.27
H 2.808 -0.267 0.884 0.35
H 2.027 -1.297 -0.137 0.35
H 2.210 -1.857 1.648 0.29
C -4.101 -2.359 -7.613 -0.93
S -3.557 -1.815 -5.922 0.52
O -4.692 -1.024 -5.342 -0.63
C -3.732 -3.376 -4.945 -0.79
H -3.807 -1.552 -8.283 0.32
H -5.176 -2.516 -7.701 0.31
H -3.458 -3.181 -7.929 0.34
H -2.822 -3.540 -4.367 0.29
H -4.063 -4.115 -5.675 0.27
H -4.558 -3.257 -4.244 0.29
```



[2]
C32H91N5O11 | ωB97M-V/def2-TZVPD

Calculated values
- Total charge: 0
- LUMO energy: 0.0213 hartree

Structure (XYZ):
```
139
Properties=species:S:1:pos:R:3:mulliken_charge:R:1
C -1.808 -2.340 5.716 -1.60
C -1.067 -2.360 4.401 0.44
C -1.413 -1.253 3.375 0.98
O -2.813 -1.023 3.197 -0.46
C -3.476 -1.842 2.300 -0.48
N 0.393 -2.109 4.625 -0.57
H -2.841 -2.560 5.521 0.37
H -1.631 -1.414 6.196 0.35
H -1.378 -3.131 6.373 0.43
H -1.165 -3.366 3.918 0.29
H -0.935 -1.499 2.467 -0.62
H -1.040 -0.331 3.777 -0.45
H -4.466 -1.479 2.155 0.40
H -3.520 -2.879 2.523 0.70
H -2.923 -1.820 1.329 -0.20
H 0.983 -2.311 3.825 0.09
H 0.765 -2.637 5.438 0.28
C -0.497 2.492 -3.680 -1.02
C -1.409 1.942 -2.641 2.62
C -1.511 3.022 -1.600 -0.74
O -0.264 3.521 -1.187 0.42
C -0.215 4.753 -0.434 -1.05
N -2.732 1.778 -3.276 -0.81
H -0.816 3.577 -3.803 0.26
H -0.723 1.987 -4.644 0.65
H 0.554 2.388 -3.322 -0.20
H -1.068 1.000 -2.230 -0.97
H -2.045 2.743 -0.727 -0.92
H -2.143 3.828 -2.061 0.54
H -0.912 4.797 0.411 0.07
H -0.442 5.619 -1.159 0.21
H 0.806 4.812 -0.267 0.51
H -3.257 1.031 -2.921 0.17
H -2.604 1.618 -4.240 0.28
C 4.334 -1.604 -5.287 -1.51
C 2.995 -2.054 -4.673 0.19
C 2.461 -0.956 -3.764 -0.19
O 3.474 -0.784 -2.758 -0.54
C 3.120 0.241 -1.834 0.61
N 2.100 -2.569 -5.723 -0.68
H 5.097 -1.353 -4.517 0.29
H 4.178 -0.664 -5.783 0.38
H 4.716 -2.359 -5.943 0.42
H 3.213 -2.900 -4.042 0.28
H 1.505 -1.268 -3.403 0.04
H 2.365 -0.012 -4.233 0.32
H 2.333 -0.259 -1.247 -0.14
H 2.766 1.197 -2.363 -0.21
H 4.027 0.434 -1.256 0.18
H 2.025 -1.833 -6.401 0.29
H 1.135 -2.767 -5.422 0.22
C -0.246 3.521 4.845 -1.25
C -0.928 3.753 3.474 0.27
C -1.281 2.488 2.800 0.01
O -1.947 2.714 1.571 0.01
C -3.230 2.137 1.553 -1.08
N -2.127 4.648 3.713 -0.80
H 0.249 4.398 5.210 0.39
H 0.572 2.791 4.853 0.10
H -1.092 3.286 5.556 0.35
H -0.294 4.330 2.744 0.13
H -1.920 1.882 3.468 0.47
H -0.340 1.983 2.625 -0.46
H -3.770 2.502 0.669 0.26
H -3.747 2.375 2.526 0.49
H -3.141 1.070 1.532 0.27
H -2.864 4.119 4.159 0.31
H -2.583 4.921 2.858 0.32
C -2.769 -4.261 -3.987 -1.50
C -1.498 -3.980 -3.165 1.09
C -1.604 -4.655 -1.870 -0.89
O -2.589 -3.932 -1.079 -0.09
C -2.737 -4.413 0.256 -0.77
N -0.337 -4.264 -3.989 -0.48
H -2.895 -3.838 -4.961 0.43
H -3.711 -3.945 -3.450 0.18
H -2.862 -5.374 -4.100 0.42
H -1.482 -2.874 -2.967 -0.30
H -0.709 -4.728 -1.289 0.38
H -2.003 -5.734 -1.970 0.29
H -1.851 -4.050 0.799 0.13
H -2.712 -5.484 0.333 0.43
H -3.709 -3.986 0.607 0.25
H -0.523 -5.179 -4.409 0.27
H 0.476 -4.428 -3.431 0.22
C -5.510 -0.411 -0.937 -0.99
C -5.217 -1.671 -1.776 0.06
O -5.338 -2.864 -0.901 -0.60
H -6.569 -0.472 -0.604 0.42
H -5.429 0.431 -1.592 0.43
H -4.829 -0.350 -0.064 -0.06
H -4.206 -1.553 -2.157 0.01
H -5.975 -1.757 -2.576 0.33
H -4.450 -3.264 -1.018 0.38
C 4.366 2.135 1.597 -1.19
C 3.214 3.031 1.157 0.09
O 2.438 2.294 0.206 0.32
H 4.055 1.128 1.908 0.01
H 4.870 2.625 2.438 0.47
H 5.178 2.071 0.861 0.35
H 3.631 3.931 0.649 0.42
H 2.585 3.196 2.073 0.00
H 1.750 2.809 -0.260 -0.51
C 3.926 -2.793 0.817 -0.83
C 2.459 -3.361 0.570 -0.20
O 1.464 -2.691 1.359 -0.35
H 4.090 -3.016 1.907 0.28
H 3.874 -1.719 0.666 -0.02
H 4.718 -3.221 0.183 0.38
H 2.435 -4.415 0.808 0.44
H 2.175 -3.274 -0.471 0.01
H 1.508 -1.767 1.133 -0.19
C 2.139 5.418 -3.484 -1.57
C 2.695 4.122 -2.956 0.65
O 3.452 4.260 -1.798 -0.62
H 1.593 5.971 -2.751 0.31
H 1.497 5.311 -4.317 0.39
H 2.920 6.095 -3.899 0.37
H 3.233 3.676 -3.782 0.39
H 1.865 3.458 -2.768 -0.44
H 3.646 3.328 -1.606 0.30
C 3.843 -0.168 5.180 -1.41
C 2.676 0.454 4.459 1.08
O 1.422 0.444 5.162 -0.60
H 4.732 -0.164 4.511 0.33
H 3.620 -1.225 5.485 0.29
H 4.088 0.382 6.076 0.36
H 2.528 0.020 3.418 -0.58
H 2.910 1.515 4.240 0.18
H 0.940 -0.377 4.929 0.33
C -0.832 -0.984 -0.328 -0.07
C -0.362 0.148 0.539 1.74
O 0.949 -0.052 1.042 2.37
H -1.041 -1.920 0.205 -0.25
H -0.098 -1.092 -1.131 -0.46
H -1.719 -0.613 -0.886 0.08
H -1.059 0.228 1.375 -1.52
H -0.315 1.098 -0.055 0.25
H 1.443 0.777 0.970 -1.09
```



[3]
C32H92N20O16 | ωB97M-V/def2-TZVPD

Calculated values
- Total charge: 0
- LUMO energy: 0.0123 hartree

Structure (XYZ):
```
160
Properties=species:S:1:pos:R:3:mulliken_charge:R:1
C -2.217 -0.592 -4.894 0.52
O -1.708 -0.155 -5.927 -0.72
N -1.628 -1.537 -4.119 0.01
N -3.440 -0.223 -4.495 -0.23
H -2.136 -1.966 -3.342 0.22
H -0.629 -1.724 -4.309 0.07
H -4.085 0.326 -4.998 0.29
H -3.887 -0.749 -3.779 0.10
C 4.918 -0.199 -0.262 0.23
O 6.028 -0.151 -0.724 -0.67
N 4.338 -1.478 -0.041 -0.48
N 4.185 0.858 0.281 0.65
H 3.334 -1.505 -0.043 0.22
H 4.695 -2.221 -0.628 0.15
H 4.340 1.781 -0.106 0.22
H 3.193 0.733 0.508 -0.60
C 2.431 -1.387 3.174 0.26
O 1.571 -1.768 2.433 -0.33
N 2.160 -0.832 4.403 -0.39
N 3.756 -1.816 2.913 -0.27
H 1.263 -0.436 4.572 0.24
H 2.916 -0.349 4.855 0.09
H 4.548 -1.539 3.519 0.13
H 4.088 -2.028 1.973 0.22
C 0.340 0.235 -0.820 -2.00
O 1.536 0.466 -0.621 0.91
N -0.246 0.228 -2.055 1.70
N -0.464 -0.161 0.152 0.93
H -1.199 0.464 -2.163 -0.15
H 0.387 0.516 -2.811 -0.45
H -1.227 -0.765 -0.178 -0.12
H 0.076 -0.492 0.949 -0.37
C -0.837 3.302 -3.573 0.50
O -1.279 4.159 -2.808 -0.60
N 0.476 3.351 -3.945 -0.42
N -1.695 2.407 -4.064 -0.08
H 1.024 2.578 -4.209 0.23
H 0.981 4.056 -3.313 0.23
H -2.631 2.416 -3.666 -0.04
H -1.642 1.795 -4.858 0.17
C 2.851 0.619 -3.993 0.50
O 1.651 0.522 -4.119 -0.69
N 3.491 1.129 -2.804 -0.16
N 3.660 0.029 -4.926 -0.34
H 2.749 1.375 -2.169 -0.26
H 4.471 1.222 -2.642 0.28
H 3.227 -0.506 -5.668 0.20
H 4.672 -0.040 -4.793 0.19
C -0.809 -3.911 1.283 0.58
O -1.623 -4.218 0.443 -0.79
N -0.971 -2.931 2.225 0.44
N 0.449 -4.472 1.229 -0.44
H -0.213 -2.777 2.878 -0.01
H -1.902 -2.745 2.454 -0.17
H 0.795 -4.889 0.401 0.30
H 1.226 -4.051 1.733 0.17
C -4.307 -1.734 -0.853 0.62
O -4.144 -2.037 -2.018 -0.74
N -5.069 -0.639 -0.508 -0.37
N -3.821 -2.378 0.262 -0.14
H -4.926 -0.217 0.407 0.17
H -5.433 -0.073 -1.249 0.20
H -4.149 -2.082 1.177 0.02
H -3.243 -3.200 0.102 0.22
C 7.051 -0.211 5.170 -0.59
O 6.689 1.133 5.494 -0.37
C 5.333 1.432 5.186 -0.41
C 5.033 1.725 3.644 -0.22
N 3.622 1.845 3.376 0.43
C 3.025 3.227 3.242 -1.25
C 3.025 3.863 1.852 -0.56
O 2.271 3.008 1.085 0.18
C 2.003 3.655 -0.184 -0.97
H 8.099 -0.353 5.437 0.29
H 6.899 -0.477 4.096 0.17
H 6.525 -1.008 5.734 0.26
H 5.162 2.405 5.706 0.28
H 4.624 0.682 5.442 0.21
H 5.477 0.953 3.026 0.25
H 5.663 2.642 3.449 0.21
H 3.441 1.397 2.456 -0.26
H 3.623 3.818 3.900 0.55
H 1.999 3.255 3.575 0.35
H 3.988 3.981 1.324 0.33
H 2.590 4.834 1.985 0.54
H 1.476 4.596 0.002 0.41
H 1.312 3.085 -0.724 -0.08
H 2.940 3.884 -0.621 0.47
C -2.168 4.852 3.591 -0.64
O -2.762 4.300 2.487 -0.36
C -1.938 3.916 1.438 -0.39
C -2.791 3.147 0.421 -0.09
N -3.778 3.979 -0.352 -0.50
C -4.289 3.123 -1.443 0.90
C -5.048 4.046 -2.444 -0.87
O -6.260 4.464 -1.898 -0.30
C -7.084 5.329 -2.639 -0.75
H -2.828 4.618 4.437 0.27
H -2.156 5.992 3.509 0.26
H -1.111 4.396 3.857 0.14
H -1.253 3.110 1.846 0.15
H -1.355 4.739 1.122 0.70
H -3.409 2.471 0.955 0.15
H -2.224 2.553 -0.221 -0.13
H -3.244 4.698 -0.792 0.40
H -4.964 2.345 -1.127 0.26
H -3.542 2.463 -1.962 -0.88
H -5.203 3.426 -3.346 0.42
H -4.381 4.891 -2.628 0.47
H -6.507 6.167 -3.010 0.31
H -7.852 5.706 -1.991 0.24
H -7.464 4.748 -3.535 0.27
C 5.349 -2.627 -3.354 -0.96
O 3.993 -2.314 -3.481 -0.02
C 3.186 -3.421 -3.136 -0.77
C 1.709 -3.011 -3.191 -0.43
N 1.126 -2.588 -4.494 0.30
C 1.121 -3.585 -5.523 -0.69
C 0.811 -2.905 -6.806 -0.82
O 1.827 -1.950 -7.080 -0.30
C 1.457 -1.092 -8.157 -0.89
H 5.696 -2.883 -2.337 0.33
H 5.916 -1.774 -3.695 0.31
H 5.606 -3.415 -4.049 0.29
H 3.435 -3.645 -2.078 0.48
H 3.427 -4.287 -3.721 0.47
H 1.490 -2.204 -2.470 -0.55
H 1.125 -3.915 -2.824 0.50
H 1.596 -1.736 -4.820 -0.20
H 0.390 -4.360 -5.496 0.42
H 2.117 -4.053 -5.675 0.33
H -0.197 -2.415 -6.761 0.21
H 0.721 -3.615 -7.585 0.59
H 1.279 -1.690 -9.051 0.37
H 2.145 -0.282 -8.267 0.29
H 0.448 -0.726 -8.042 0.32
C -2.806 0.129 3.273 -0.31
O -3.996 -0.542 2.935 -0.05
C -5.041 -0.306 4.012 -0.57
C -4.780 -1.031 5.351 -0.71
N -4.579 -2.442 5.298 -0.25
C -4.180 -3.050 6.610 -0.54
C -3.394 -4.326 6.234 -0.72
O -2.292 -4.033 5.455 -0.20
C -1.502 -5.117 4.990 -0.74
H -1.984 -0.385 2.757 -0.16
H -2.723 0.069 4.340 0.34
H -2.760 1.191 3.046 0.06
H -5.977 -0.691 3.570 0.33
H -5.017 0.759 4.280 0.33
H -5.687 -0.908 5.870 0.37
H -4.002 -0.489 5.965 0.37
H -3.951 -2.837 4.600 0.20
H -5.068 -3.332 7.200 0.32
H -3.503 -2.352 7.243 0.30
H -4.031 -4.970 5.555 0.35
H -3.054 -4.918 7.091 0.44
H -1.076 -5.713 5.826 0.35
H -0.747 -4.790 4.317 0.10
H -2.146 -5.865 4.511 0.36
```



Gap between HOMO and LUMO values, unit eV, following the record order: 8.977, 9.771, 9.028.
Energy above the lowest of the compared OMol25 structures with the same formula, charge and spin values, unit eV, following the record order: 8.066, 1.735, 1.193.